Record 1
# C9H9Cl2NORuS

C9H9Cl2NORuS as an isolated structure in a non-equilibrium geometry (ωB97M-V/def2-TZVPD, the OMol25 dataset).

Last column: Löwdin charge in e.
Cartesian coordinates (Å):
Ru (0.0194, 0.3040, -0.1997)  0.873
Cl (2.0275, 1.5158, -0.5411)  0.829
C (2.3290, 1.4062, -2.2376)  -0.600
C (3.2231, 2.2980, -2.7993)  -0.050
C (3.5089, 2.2192, -4.1633)  0.023
C (2.9139, 1.2512, -4.9493)  -0.037
C (1.9916, 0.3558, -4.3968)  -0.655
Cl (1.2350, -0.8046, -5.3789)  0.815
C (1.6679, 0.4255, -3.0092)  -0.646
S (0.4942, -0.6654, -2.3702)  0.888
H (3.6993, 3.0517, -2.1902)  0.131
H (4.2065, 2.9198, -4.5978)  0.143
H (3.1577, 1.1833, -6.0016)  0.135
N (-2.9176, 0.1216, 2.6963)  0.273
C (-1.8294, 0.0338, 1.9706)  -0.471
O (-1.7910, 0.4284, 0.7766)  -0.111
C (-0.5332, -0.5273, 2.5176)  -0.144
C (0.2536, -1.0778, 1.3432)  -0.182
H (-3.7595, 0.5233, 2.2942)  0.162
H (-2.9473, -0.1549, 3.6692)  0.157
H (-0.7013, -1.2883, 3.2881)  0.146
H (0.0247, 0.2906, 2.9955)  0.142
H (-0.2289, -1.9650, 0.8855)  0.093
H (1.3107, -1.2681, 1.5800)  0.086

For the calculated total energy, the calculation gives -1891.106809 Ha. The HOMO energy (alpha / beta) is -15.93 / -16.03 eV. For the energy above the lowest of the compared OMol25 structures with the same formula, charge and spin, the calculation gives 0.774 eV. The net charge is +2. The value obtained for the LUMO energy (alpha / beta) is -10.88 / -10.76 eV. Its spin multiplicity is 1. The gap between HOMO and LUMO (alpha / beta) is 5.1 / 5.3 eV.

---

Record 2
# C9H9Cl5O5PRuSe

C9H9Cl5O5PRuSe as an isolated structure (ωB97M-V/def2-TZVPD, the OMol25 dataset).

Last column: Löwdin charge in e.
Cartesian coordinates (Å):
Ru (-0.0264, 0.4921, 0.5309)  1.458
Cl (2.2237, 1.4365, 0.8620)  0.765
C (1.1724, 2.8500, 0.5715)  -0.627
C (-0.1609, 2.4740, 0.6028)  -0.343
C (-1.1297, 3.4657, 0.4511)  -0.678
Cl (-2.7785, 3.1015, 0.6578)  0.798
C (-0.7078, 4.7766, 0.1909)  -0.678
Cl (-1.8659, 6.0130, -0.0173)  0.758
C (0.6594, 5.0952, 0.1101)  -0.669
Cl (1.1522, 6.6871, -0.2142)  0.781
C (1.6468, 4.1121, 0.3175)  -0.700
Cl (3.3185, 4.4458, 0.2630)  0.764
O (-0.0649, 0.3579, -1.6275)  -0.513
Se (-1.7444, 0.1421, -1.7124)  0.923
O (-2.1427, -1.3490, -2.1251)  -0.387
O (-1.8039, 0.1435, 0.1133)  -0.549
O (-2.5237, 1.4143, -2.2501)  -0.363
C (1.4930, -3.9020, 1.2719)  -0.152
P (0.4085, -2.8058, 0.3803)  0.637
C (-1.2834, -3.2742, 0.6766)  -0.144
C (0.7485, -2.9290, -1.3641)  -0.146
O (0.6790, -1.3670, 0.9098)  -0.536
H (1.3378, -4.9304, 0.9478)  0.073
H (1.2927, -3.8263, 2.3395)  0.071
H (2.5276, -3.6179, 1.0809)  0.072
H (-1.4248, -4.3189, 0.3971)  0.079
H (-1.9452, -2.6584, 0.0665)  0.042
H (-1.5219, -3.1504, 1.7334)  0.076
H (0.8273, -3.9820, -1.6363)  0.077
H (1.6918, -2.4302, -1.5921)  0.077
H (-0.0551, -2.4658, -1.9357)  0.035

As for the expectation value of S²: 6.0369. For the calculated total energy, the calculation gives -5862.794641 Ha. The HOMO energy (alpha / beta) is -12.66 / -12.65 eV. For the energy above the lowest of the compared OMol25 structures with the same formula, charge and spin, the calculation gives 0.180 eV. The net charge is +1. The value obtained for the LUMO energy (alpha / beta) is -4.66 / -6.61 eV. Its spin multiplicity is 5. The gap between HOMO and LUMO (alpha / beta) is 8.0 / 6.0 eV.

---

Record 3
# C9H9F3O5Sn

C9H9F3O5Sn as an isolated structure in a non-equilibrium geometry (ωB97M-V/def2-TZVPD, the OMol25 dataset).

Last column: Löwdin charge in e.
Cartesian coordinates (Å):
O (-2.3055, -2.5047, -0.1053)  0.103
C (-2.5436, -1.2885, -0.3583)  -0.342
O (-3.6373, -0.5547, 0.2044)  0.068
C (-1.4911, -0.5488, -1.3435)  0.032
C (-0.4276, 0.3711, -0.4938)  -0.324
C (1.0870, 0.1319, -1.0509)  -0.107
C (1.6898, -1.3064, -0.6719)  -0.051
C (2.4560, -1.3386, 0.7202)  -0.050
F (3.3631, -2.4411, 0.9248)  0.060
C (2.2977, -0.4062, 1.8002)  -0.075
F (2.7674, 0.9426, 1.8078)  0.009
F (1.6567, -0.8625, 2.9948)  0.105
C (-0.8067, 1.9463, -0.4326)  -0.087
O (-1.6909, 2.0856, 0.6893)  0.075
C (-1.2179, 1.0623, 1.6148)  -0.331
O (-1.1721, 1.0861, 2.8592)  0.205
O (-0.7218, -0.0567, 0.8677)  0.029
H (-3.6249, -0.6093, 1.1900)  0.143
H (-2.0199, 0.1125, -2.1226)  0.151
H (-0.9417, -1.3808, -1.9020)  0.138
H (0.9694, 0.1429, -2.2072)  0.166
H (1.7942, 1.0251, -0.8060)  -0.062
H (0.8378, -2.0727, -0.7481)  0.164
H (2.4526, -1.5935, -1.4884)  0.153
H (0.2283, 2.4146, -0.0739)  -0.086
H (-1.0836, 2.4826, -1.4097)  0.189
Sn (2.0846, 3.1610, -0.4587)  1.727

For the calculated total energy, the calculation gives -1237.412757 Ha. The HOMO energy is -15.76 eV. For the energy above the lowest of the compared OMol25 structures with the same formula, charge and spin, the calculation gives 0.000 eV. The net charge is +2. The value obtained for the LUMO energy is -11.94 eV. Its spin multiplicity is 1. The gap between HOMO and LUMO is 3.8 eV.

---

Record 4
# C9H9IN2O

One molecule with the formula C9H9IN2O in a non-equilibrium geometry (ωB97M-V/def2-TZVPD, the OMol25 dataset).

Last column: Löwdin charge in e.
Cartesian coordinates (Å):
C (1.4947, -0.8111, -2.1083)  -0.395
C (1.6278, 0.3379, -1.2298)  -0.293
C (0.3697, 2.5914, 1.2262)  -0.131
C (0.7185, 0.6537, -0.2258)  -0.167
C (3.3529, 2.2004, -1.2441)  -0.309
C (-0.0711, 3.5553, 1.9566)  0.008
C (0.5516, -1.8728, -1.5624)  -0.274
C (-0.3202, -0.3639, 0.1887)  -0.139
C (-0.6577, -1.2262, -0.9870)  -0.261
N (0.9251, 1.9127, 0.3393)  0.147
N (2.6691, 1.2608, -1.4999)  0.179
O (4.0704, 3.1074, -1.0908)  0.159
I (0.3510, 0.1755, -3.9995)  0.604
H (2.3309, -1.0766, -2.7285)  0.065
H (0.3167, 3.7178, 2.9444)  0.056
H (-0.6806, 4.2966, 1.4932)  0.056
H (0.2733, -2.6224, -2.3022)  0.106
H (1.1595, -2.5826, -0.9415)  0.142
H (-0.0517, -1.1082, 0.9118)  0.121
H (-1.1570, 0.1476, 0.4817)  0.089
H (-1.2412, -0.5863, -1.7520)  0.090
H (-1.3456, -2.0840, -0.6186)  0.147

For the calculated total energy, the calculation gives -830.706693 Ha. The HOMO energy is -8.45 eV. For the energy above the lowest of the compared OMol25 structures with the same formula, charge and spin, the calculation gives 0.000 eV. The net charge is 0. The value obtained for the LUMO energy is -1.03 eV. Its spin multiplicity is 1. The gap between HOMO and LUMO is 7.4 eV.

---

What did the second record say?
# C9H9Cl5O5PRuSe

C9H9Cl5O5PRuSe as an isolated structure (ωB97M-V/def2-TZVPD, the OMol25 dataset).

Last column: Löwdin charge in e.
Cartesian coordinates (Å):
Ru (-0.0264, 0.4921, 0.5309)  1.458
Cl (2.2237, 1.4365, 0.8620)  0.765
C (1.1724, 2.8500, 0.5715)  -0.627
C (-0.1609, 2.4740, 0.6028)  -0.343
C (-1.1297, 3.4657, 0.4511)  -0.678
Cl (-2.7785, 3.1015, 0.6578)  0.798
C (-0.7078, 4.7766, 0.1909)  -0.678
Cl (-1.8659, 6.0130, -0.0173)  0.758
C (0.6594, 5.0952, 0.1101)  -0.669
Cl (1.1522, 6.6871, -0.2142)  0.781
C (1.6468, 4.1121, 0.3175)  -0.700
Cl (3.3185, 4.4458, 0.2630)  0.764
O (-0.0649, 0.3579, -1.6275)  -0.513
Se (-1.7444, 0.1421, -1.7124)  0.923
O (-2.1427, -1.3490, -2.1251)  -0.387
O (-1.8039, 0.1435, 0.1133)  -0.549
O (-2.5237, 1.4143, -2.2501)  -0.363
C (1.4930, -3.9020, 1.2719)  -0.152
P (0.4085, -2.8058, 0.3803)  0.637
C (-1.2834, -3.2742, 0.6766)  -0.144
C (0.7485, -2.9290, -1.3641)  -0.146
O (0.6790, -1.3670, 0.9098)  -0.536
H (1.3378, -4.9304, 0.9478)  0.073
H (1.2927, -3.8263, 2.3395)  0.071
H (2.5276, -3.6179, 1.0809)  0.072
H (-1.4248, -4.3189, 0.3971)  0.079
H (-1.9452, -2.6584, 0.0665)  0.042
H (-1.5219, -3.1504, 1.7334)  0.076
H (0.8273, -3.9820, -1.6363)  0.077
H (1.6918, -2.4302, -1.5921)  0.077
H (-0.0551, -2.4658, -1.9357)  0.035

As for the expectation value of S²: 6.0369. For the calculated total energy, the calculation gives -5862.794641 Ha. The HOMO energy (alpha / beta) is -12.66 / -12.65 eV. For the energy above the lowest of the compared OMol25 structures with the same formula, charge and spin, the calculation gives 0.180 eV. The net charge is +1. The value obtained for the LUMO energy (alpha / beta) is -4.66 / -6.61 eV. Its spin multiplicity is 5. The gap between HOMO and LUMO (alpha / beta) is 8.0 / 6.0 eV.

---

> calculated total energy of number 3 (C9H9F3O5Sn)?

-1237.412757 Ha

---

> The highest calculated total energy belongs to which entry?

C9H9IN2O